# 1
Density functional theory data (wB97M-V/def2-TZVPD) for a 8-piece molecular cluster, C21H34ClO25 overall in a non-equilibrium geometry.

Its net charge is -1. For the HOMO-LUMO gap, the calculation gives 9.8 eV.

Geometry (Å):
Cl  -0.4902  -0.7101  -0.0370
O  -1.5998  -1.4129  -0.6509
O  0.7381  -1.2993  -0.4421
O  -0.5926  0.7254  -0.3419
O  -0.5833  -0.7857  1.4034
C  3.4013  0.7576  -1.3560
C  2.7437  1.9484  -0.6870
O  3.0102  3.0819  -1.4449
C  3.9398  2.7781  -2.3892
O  4.5495  3.5274  -3.0771
O  4.1037  1.4455  -2.4408
H  2.7927  -0.0942  -1.6354
H  4.2753  0.4643  -0.7763
H  3.1580  1.9644  0.3273
H  1.6738  1.7900  -0.5330
C  -5.1940  -2.7457  -0.0903
C  -5.0187  -1.2144  -0.2153
O  -6.0640  -0.8252  -1.1155
C  -6.6155  -1.8909  -1.6809
O  -7.4554  -1.9144  -2.5410
O  -6.1265  -2.9989  -1.1324
H  -5.5969  -3.1635  0.8319
H  -4.2775  -3.2722  -0.3526
H  -4.0447  -0.9866  -0.6494
H  -5.0383  -0.6655  0.7242
C  0.0690  -4.4661  1.5929
C  -1.1385  -3.9494  2.3960
O  -2.1614  -3.8570  1.4003
C  -1.8231  -4.7253  0.3795
O  -2.5840  -5.0837  -0.4572
O  -0.5398  -5.0499  0.4542
H  0.5549  -5.2271  2.1969
H  0.6840  -3.5924  1.3809
H  -0.8863  -2.9539  2.7475
H  -1.4178  -4.7347  3.0986
C  3.8201  -2.9194  -1.6285
C  3.7211  -4.1047  -0.6311
O  4.4468  -3.6937  0.5065
C  5.1325  -2.5634  0.1936
O  5.9639  -2.1030  0.8997
O  4.8072  -2.0873  -1.0214
H  2.9086  -2.3352  -1.7240
H  4.0897  -3.4514  -2.5409
H  4.1815  -4.9837  -1.0760
H  2.6398  -4.2254  -0.5334
C  0.0831  2.8874  -3.0097
O  1.0002  2.0545  -3.7007
C  1.0164  1.9984  -5.0109
O  0.2530  2.4995  -5.7979
O  2.0382  1.2054  -5.3486
C  2.4233  1.1501  -6.7119
H  -0.3046  3.7622  -3.5294
H  0.3470  3.2268  -2.0112
H  -0.7722  2.2310  -2.8248
H  3.1945  1.9060  -6.8793
H  1.6652  1.2983  -7.4758
H  2.9251  0.1930  -6.8322
C  2.7061  -0.8511  3.2889
O  2.1117  0.3859  2.9862
C  2.7075  1.5173  3.4003
O  3.7770  1.5535  3.9576
O  2.0047  2.5728  3.1062
C  0.7580  2.5625  2.4425
H  2.1424  -1.4568  4.0017
H  3.6561  -0.7686  3.8245
H  2.9278  -1.3791  2.3639
H  1.0143  2.5066  1.3835
H  0.1877  3.4947  2.4554
H  -0.0155  1.8434  2.7052
C  -3.0532  2.4773  1.2246
O  -4.0213  3.3566  1.7583
C  -3.7950  3.8322  2.9664
O  -2.7767  3.6242  3.5825
O  -4.8699  4.4583  3.3862
C  -4.8433  5.1036  4.6496
H  -3.2030  2.1066  0.2158
H  -2.9719  1.5961  1.8686
H  -2.0321  2.8603  1.2684
H  -5.7997  5.5019  4.9724
H  -4.0986  5.8962  4.5680
H  -4.5391  4.3961  5.4239

---

# 2
Density functional theory data (wB97M-V/def2-TZVPD) for C21H34N2 as an isolated structure in a non-equilibrium geometry.

Its net charge is 0. For the HOMO-LUMO gap, the calculation gives 8.1 eV.

Geometry (Å):
C  -6.4037  -1.8872  1.1253
C  -5.7901  -0.4940  0.7309
C  -5.1146  -0.3275  -0.6634
C  -4.8310  0.9672  -1.0866
C  -3.8359  1.5106  -0.3099
C  -2.5624  0.8944  -0.0749
C  -1.5704  1.6582  0.8365
C  -0.1613  1.0912  0.7058
H  0.4335  1.6600  1.4278
H  -0.2605  0.0352  1.2522
C  0.5605  1.1326  -0.4783
N  1.8467  0.5038  -0.3969
C  3.0379  1.0738  -0.2692
C  4.2795  0.9319  0.2192
C  4.5627  -0.5579  0.3167
N  5.6324  -1.0747  0.9178
H  6.4775  -0.5113  0.9342
C  3.3808  -1.4542  0.3601
C  2.2945  -0.8260  -0.1200
C  1.0851  -1.9243  -0.0670
C  1.5466  -3.0952  -1.2137
C  2.8587  -3.5362  -0.5704
C  3.5566  -2.7636  0.5296
H  4.5572  -3.0530  0.7705
H  3.0371  -3.0126  1.1429
H  2.9990  -4.6708  -0.4948
H  3.6747  -3.7105  -1.5679
H  0.8888  -3.7298  -1.1472
H  1.5512  -2.7269  -2.0266
H  0.9592  -2.4404  0.8751
H  0.1842  -1.4643  -0.6084
C  5.1777  1.9784  0.1534
H  6.1834  1.8476  -0.2126
H  5.4173  2.0842  1.3074
C  4.4016  3.0958  -0.3638
H  4.6417  4.3086  0.1866
H  4.7870  3.2902  -1.5733
C  2.9521  2.7670  -0.0783
H  2.4336  3.0838  -1.2520
H  2.3065  3.3411  0.5859
H  0.1542  0.2119  -1.0283
H  0.5620  1.9881  -0.7247
H  -1.9854  1.9390  1.6947
H  -1.3699  2.6107  0.2122
H  -2.7203  0.0577  0.2581
H  -2.0036  0.7793  -1.1643
H  -3.6319  2.5977  -0.4829
H  -4.1230  1.6179  0.8958
H  -5.7626  1.7062  -1.1897
H  -4.6179  1.0272  -2.0273
H  -4.3656  -1.0128  -0.6885
H  -5.9425  -0.7730  -1.4335
H  -5.0459  -0.1277  1.4095
H  -6.7119  0.1358  0.8594
H  -6.8047  -1.9878  2.1384
H  -5.5928  -2.5071  1.2366
H  -7.2130  -2.2581  0.2317

---

# 3
Density functional theory data (wB97M-V/def2-TZVPD) for C21H34N3O2PSiY as an isolated structure in a non-equilibrium geometry.

Its net charge is +2. The spin multiplicity is 2. For the HOMO-LUMO gap (spin up / spin down), the calculation gives 6.2 / 4.2 eV. As for the expectation value of S²: 0.79.

Geometry (Å):
C  2.8358  -0.8855  -1.9096
C  2.1695  0.3655  -2.4797
N  1.3730  1.0732  -1.6441
C  1.0140  2.3715  -1.9713
C  1.1419  2.7599  -3.3289
C  1.8067  1.9559  -4.2340
C  2.3823  0.7580  -3.7906
C  0.5810  3.2617  -0.9485
P  0.2632  2.9759  0.7878
H  2.9639  0.0996  -4.4360
H  0.7223  3.7242  -3.6144
H  1.9185  2.2591  -5.2753
C  0.9670  -2.3862  -1.5540
C  2.8501  -2.4275  -0.0101
H  0.2750  4.2505  -1.3118
H  3.8182  -0.6238  -1.4705
H  3.0380  -1.5859  -2.7408
C  -1.3617  3.7696  1.1369
C  1.3941  4.2121  1.5498
H  -1.6616  3.5638  2.1733
H  -1.2602  4.8576  1.0184
H  -2.1435  3.4000  0.4625
H  1.6302  3.9048  2.5782
H  2.3199  4.2968  0.9605
H  0.8973  5.1941  1.5675
H  3.3271  -3.2347  -0.5899
H  3.6372  -1.8047  0.4331
H  2.2454  -2.8708  0.7907
H  1.4290  -3.0435  -2.3107
H  0.4261  -2.9991  -0.8225
H  0.2522  -1.7257  -2.0662
C  0.4369  1.0639  2.7698
O  0.3789  1.3702  3.8846
Y  0.7456  0.1410  0.4229
O  2.8076  1.3138  0.7863
H  2.3634  2.1270  0.3473
H  3.5837  1.1411  0.2166
N  2.0020  -1.5749  -0.8686
C  -2.3570  0.8765  -1.1870
Si  -2.6892  -0.2568  0.2729
C  -3.1979  0.6819  1.8060
C  -4.0891  -1.3917  -0.1970
N  -1.1900  -1.0863  0.6504
C  -1.0962  -2.2937  1.3374
C  -0.1283  -2.4289  2.3784
C  0.0449  -3.6604  3.0114
C  -0.7658  -4.7481  2.6653
C  -1.7188  -4.6273  1.6440
C  -1.8714  -3.4212  0.9648
H  -3.3447  1.2189  -1.5319
H  -1.8961  0.3301  -2.0244
H  -1.7638  1.7765  -0.9801
H  -4.1815  1.1441  1.6374
H  -3.2826  -0.0200  2.6475
H  -2.4874  1.4690  2.0841
H  -3.8726  -1.9688  -1.1060
H  -4.3552  -2.0899  0.6070
H  -4.9721  -0.7661  -0.3968
H  0.4265  -1.5308  2.7086
H  0.8053  -3.7557  3.7906
H  -0.6477  -5.6995  3.1867
H  -2.3527  -5.4751  1.3770
H  -2.5869  -3.3255  0.1449

---

# 4
Density functional theory data (wB97M-V/def2-TZVPD) for C21H34N3O3PTi as an isolated structure in a non-equilibrium geometry.

Its net charge is 0. The spin multiplicity is 3. For the HOMO-LUMO gap (spin up / spin down), the calculation gives 6.4 / 8.4 eV. As for the expectation value of S²: 2.01.

Geometry (Å):
C  0.4058  3.5716  -3.6643
C  -0.8789  3.2894  -3.1968
C  -1.0945  2.2310  -2.3010
C  -0.0051  1.5508  -1.7389
C  1.2847  1.8423  -2.2107
C  1.4873  2.8476  -3.1597
C  -2.5170  1.8436  -2.0560
C  -2.7936  0.4278  -1.5460
N  -1.8005  -0.6287  -1.9654
Ti  -0.4012  -0.1545  -0.4552
C  2.4780  1.0585  -1.7348
P  1.9747  -0.5926  -1.0897
H  -1.7394  3.8581  -3.5626
H  2.5004  3.0389  -3.5054
H  0.5635  4.3395  -4.4185
H  2.9770  1.5774  -0.8959
H  3.2022  0.8908  -2.5495
H  -2.9649  2.5472  -1.3385
H  -3.0973  1.9813  -2.9775
H  -2.8506  0.4009  -0.4409
C  3.3134  -0.9391  0.0883
C  2.3132  -1.6913  -2.5073
H  -3.7810  0.0995  -1.9065
C  -1.4124  -0.5380  -3.4048
C  -2.4652  -1.9545  -1.7810
H  -0.1620  -1.9065  0.1361
H  -1.7664  -1.4442  -3.9233
H  -1.8781  0.3317  -3.8755
H  -0.3255  -0.4814  -3.5293
H  -3.0352  -2.1701  -2.7022
H  -1.7043  -2.7328  -1.6542
H  -3.1357  -1.9663  -0.9104
H  3.3827  -1.6715  -2.7633
H  2.0172  -2.7158  -2.2411
H  1.7296  -1.3855  -3.3857
H  4.2916  -0.9138  -0.4200
H  3.3082  -0.1756  0.8820
H  3.1660  -1.9282  0.5478
H  0.1171  -1.9489  -0.6668
C  -2.6547  2.3935  3.1011
C  -1.2648  2.0940  3.6248
C  -0.8310  0.6113  3.4720
C  0.5553  0.3299  4.1346
C  1.5820  1.4369  3.9865
C  -1.8725  -0.3149  4.1400
O  -2.0050  -0.4114  5.3477
N  -2.7176  -1.0473  3.3140
C  -2.6521  -1.1793  1.9206
O  -3.4995  -1.7727  1.2774
N  -1.5374  -0.5674  1.3540
C  -0.7585  0.2784  2.0114
O  0.1428  0.8272  1.2410
H  -2.6714  2.4233  2.0041
H  -2.9522  3.3881  3.4588
H  -3.4041  1.6720  3.4508
H  -0.5328  2.7187  3.0974
H  -1.1902  2.3416  4.6937
H  0.3852  0.1305  5.2027
H  0.9355  -0.6093  3.7047
H  1.2941  2.3298  4.5550
H  2.5433  1.0869  4.3783
H  1.7119  1.7149  2.9360
H  -3.4509  -1.5937  3.7642

---

# 5
Density functional theory data (wB97M-V/def2-TZVPD) for one molecule with the formula C21H34N4O5.

The SMILES is COc1cccc(CN2C(=O)N(C(C)C)[C@@H](N(O)C(=O)NC(C)C)C2(C)C)c1OC. Its net charge is 0. For the HOMO-LUMO gap, the calculation gives 9.3 eV.

Geometry (Å):
C  4.4615  2.5982  -0.6617
O  4.9634  1.7887  0.3859
C  4.0864  0.8390  0.8703
C  3.7398  0.9024  2.2134
C  2.8723  -0.0243  2.7609
C  2.3296  -1.0123  1.9628
C  2.6757  -1.1074  0.6223
C  2.0466  -2.1838  -0.2284
N  0.6172  -2.0190  -0.3046
C  -0.2444  -2.7781  0.4243
O  0.0511  -3.6600  1.2034
N  -1.5225  -2.3709  0.1211
C  -2.6977  -3.0190  0.6671
C  -3.7406  -3.2497  -0.4230
C  -3.2986  -2.2405  1.8407
C  -1.5144  -1.1717  -0.6656
N  -1.8513  -0.0259  0.1585
O  -1.0158  0.2036  1.2721
C  -2.5526  1.0428  -0.3667
O  -3.1870  0.9161  -1.3971
N  -2.5224  2.1574  0.3925
C  -3.1712  3.3901  0.0003
C  -4.0497  3.8969  1.1411
C  -2.1302  4.4331  -0.4047
C  -0.0729  -1.1570  -1.2501
C  0.5281  0.2417  -1.3289
C  -0.0878  -1.8063  -2.6397
C  3.5739  -0.1929  0.0723
O  3.9114  -0.3126  -1.2673
C  5.2750  -0.6168  -1.5015
H  5.2823  3.2518  -0.9521
H  3.6194  3.2040  -0.3096
H  4.1381  2.0086  -1.5224
H  4.1638  1.6945  2.8111
H  2.6129  0.0349  3.8069
H  1.6432  -1.7383  2.3713
H  2.2184  -3.1621  0.2326
H  2.4750  -2.1708  -1.2327
H  -2.3292  -3.9834  1.0377
H  -3.2922  -3.7494  -1.2783
H  -4.1687  -2.3050  -0.7500
H  -4.5406  -3.8754  -0.0375
H  -3.6345  -1.2577  1.5170
H  -2.5682  -2.1349  2.6414
H  -4.1533  -2.7823  2.2370
H  -2.2724  -1.1702  -1.4537
H  -1.1785  -0.5357  1.8802
H  -1.8930  2.1787  1.1800
H  -3.7920  3.1345  -0.8645
H  -4.7775  3.1402  1.4223
H  -3.4401  4.1354  2.0106
H  -4.5812  4.7932  0.8342
H  -2.6209  5.3433  -0.7380
H  -1.5141  4.0535  -1.2161
H  -1.4866  4.6737  0.4395
H  1.5077  0.1987  -1.7963
H  0.6370  0.6739  -0.3378
H  -0.1212  0.8773  -1.9270
H  0.9245  -1.8859  -3.0280
H  -0.6768  -1.2037  -3.3256
H  -0.5189  -2.8034  -2.5824
H  5.9411  0.1232  -1.0520
H  5.4018  -0.6159  -2.5830
H  5.5217  -1.6070  -1.1040

---

# 6
Density functional theory data (wB97M-V/def2-TZVPD) for C21H35Cl2N4O3PtS as an isolated structure in a non-equilibrium geometry.

Its net charge is -1. The spin multiplicity is 3. For the HOMO-LUMO gap (spin up / spin down), the calculation gives 3.9 / 5.1 eV. As for the expectation value of S²: 2.01.

Geometry (Å):
O  1.1432  -0.6493  -3.0408
C  0.0971  -0.1567  -3.4312
C  -0.1979  1.2720  -3.6930
C  0.2216  2.2843  -2.8137
H  0.5746  2.0078  -1.8257
C  0.1337  3.6162  -3.2107
H  0.5076  4.3889  -2.5308
C  -0.3880  3.9084  -4.4882
H  -0.3041  4.9181  -4.9002
C  -1.0118  2.9237  -5.2714
H  -1.5145  3.1810  -6.2185
C  -0.9181  1.5947  -4.8570
H  -1.3753  0.7819  -5.4142
H  -0.7863  -0.8350  -3.4733
C  -3.3475  -1.1527  -0.9632
C  -2.9929  0.0862  -0.1817
H  -3.8578  -0.8670  -1.8774
H  -4.0149  -1.7974  -0.3658
H  -2.4615  -1.7448  -1.2077
C  -3.3496  1.3761  -0.4686
C  -4.6966  2.0018  -0.6367
H  -2.5417  2.0943  -0.4627
H  -4.9440  2.2969  -1.6680
H  -4.7201  2.9414  -0.0654
H  -5.5238  1.3716  -0.2950
Pt  -1.5947  -0.1736  1.1223
Cl  -0.5207  1.8901  0.7708
Cl  -2.9838  0.1252  3.0092
H  4.3880  1.2985  -1.8399
H  4.0166  1.6196  0.6975
C  3.2986  1.4058  -1.8618
C  2.9363  1.4383  0.5608
N  2.7079  0.7583  -0.7006
H  2.8960  0.9515  -2.7700
C  2.4407  -0.5838  -0.6855
O  2.0266  -1.2099  0.2964
H  2.5304  0.8383  1.3807
H  2.6050  -1.0665  -1.6586
H  3.0425  2.4726  -1.8289
H  2.4440  2.4178  0.5352
H  -0.8049  -5.8626  1.0606
H  1.2044  -5.8683  -0.8891
C  -1.3157  -5.2830  0.2749
C  0.5191  -5.1917  -1.4329
N  -0.3583  -4.4971  -0.4938
H  -2.0605  -4.6353  0.7484
C  -0.3400  -3.1573  -0.3817
O  -1.1125  -2.5546  0.3989
H  1.0923  -4.4198  -1.9765
H  0.3965  -2.6466  -1.0112
H  -1.7993  -6.0009  -0.4025
H  -0.1038  -5.7853  -2.1308
S  -0.0482  -1.3256  2.5400
C  0.5761  -0.3161  3.7943
N  0.3244  0.9883  3.9323
C  0.9255  1.8252  4.9844
C  2.2714  1.2879  5.4260
C  2.1934  -0.1877  5.6994
N  1.4660  -0.8775  4.6286
H  -0.3248  1.4030  3.2543
H  0.2351  1.8447  5.8439
H  1.0160  2.8489  4.6024
H  2.5939  1.8092  6.3251
H  3.0048  1.4807  4.6419
H  1.6858  -0.3898  6.6530
H  3.1876  -0.6329  5.7427
H  1.6107  -1.8809  4.5008